# C5H12N2O2

C5H12N2O2 in the gas phase (ωB97M-V/def2-TZVPD, OMol25).

Output
**Energy relative to the best compared isomer or geometry (same formula, charge and spin)**: 2.384 eV
**Lowest unoccupied orbital energy**: 0.59 eV
**M**: 132.2 g/mol
**Frontier orbital gap**: 8.7583 eV
**E_HOMO**: -8.16 eV
**Electronic energy**: -457.6613 a.u.

Positions of all 21 atoms, in Å:
C 2.064 -0.378 -0.930
C 1.235 0.406 0.088
N 0.583 -0.620 1.093
O 1.840 1.379 0.703
H 0.698 -0.215 2.019
H 1.004 -1.546 1.090
H 1.504 -1.185 -1.415
H 2.938 -0.800 -0.431
H 2.411 0.313 -1.698
C -1.567 -1.266 -0.506
C -1.147 0.013 0.146
N -1.975 0.591 1.002
C -0.165 0.941 -0.531
O -0.306 2.260 -0.104
H 0.588 2.367 0.372
H -2.652 0.069 1.534
H -1.769 1.557 1.236
H -0.236 0.849 -1.621
H -0.734 -1.729 -1.029
H -1.966 -1.974 0.220
H -2.348 -1.036 -1.238

Forces on the atoms, in the same order (eV/Å):
C -0.1 0.0 0.1
C -0.3 -0.2 0.0
N -0.1 0.2 -0.2
O -0.1 0.0 0.0
H 0.0 0.0 -0.1
H 0.0 0.1 0.0
H 0.0 0.0 0.0
H 0.0 0.0 0.0
H 0.0 0.0 0.0
C 0.0 0.0 0.1
C 0.0 0.1 0.1
N 0.2 -0.1 -0.1
C 0.3 0.1 0.2
O 0.0 -0.3 0.0
H 0.0 -0.1 0.0
H 0.0 0.0 -0.1
H 0.0 -0.1 0.0
H 0.0 0.0 0.0
H 0.0 0.0 0.0
H 0.0 0.0 0.0
H 0.0 0.0 0.0


# C2H4OS2

2 unconnected molecules or ions with the total composition C2H4OS2 at a distorted geometry (ωB97M-V/def2-TZVPD, OMol25).

Output
**Energy relative to the best compared isomer or geometry (same formula, charge and spin)**: 2.734 eV
**Lowest unoccupied orbital energy (alpha / beta)**: -0.37 / -1.14 eV
**M**: 108.2 g/mol
**Frontier orbital gap (alpha / beta)**: 7.9154 / 7.3107 eV
**E_HOMO (alpha / beta)**: -8.29 / -8.45 eV
**Electronic energy**: -950.1082 a.u.

Positions of all 9 atoms, in Å:
C 1.978 -0.290 -0.244
C -1.514 -0.209 0.059
O 1.779 -0.536 0.922
S 0.403 1.936 -0.655
S -0.595 1.124 0.866
H 2.782 -0.580 -0.874
H -1.687 -0.744 0.943
H -0.766 -0.595 -0.511
H -2.382 -0.105 -0.505

Forces on the atoms, in the same order (eV/Å):
C -2.0 1.0 4.5
C 0.5 1.4 2.1
O 0.7 0.4 -3.9
S 0.4 -1.2 0.5
S -0.4 1.3 -0.8
H 1.0 -0.5 -0.8
H -0.6 -1.7 0.9
H 1.9 -1.8 -1.7
H -1.5 1.1 -0.8


# H80O40

40 unconnected molecules or ions with the total composition H80O40 at a distorted geometry (ωB97M-V/def2-TZVPD, OMol25).

Output
**Spin multiplicity**: 2
**Energy relative to the best compared isomer or geometry (same formula, charge and spin)**: 4.123 eV
**Charge**: -1
**Lowest unoccupied orbital energy (alpha / beta)**: 1.19 / 1.18 eV
**M**: 720.6 g/mol
**Frontier orbital gap (alpha / beta)**: 1.7029 / 9.1358 eV
**E_HOMO (alpha / beta)**: -0.52 / -7.96 eV
**Electronic energy**: -3057.4011 a.u.

Positions of all 120 atoms, in Å:
H 3.295 -2.879 -1.627
H 1.901 -2.240 -1.550
O 2.708 -2.289 -2.089
H 2.514 0.522 -5.339
H 1.475 0.232 -4.550
O 1.769 -0.095 -5.439
H -6.154 3.153 1.336
H -5.225 2.136 0.870
O -6.068 2.191 1.346
H 1.569 0.990 4.964
H 2.064 1.778 6.331
O 2.265 1.211 5.592
H 2.741 2.540 4.124
H 1.719 1.934 3.370
O 1.760 2.724 3.925
H 2.592 0.507 -0.220
O 2.418 0.337 -1.169
H -3.575 -3.971 -0.488
O -4.472 -3.610 -0.613
H -3.937 1.055 2.348
H -2.532 0.719 3.026
O -3.337 0.364 2.636
H -5.908 -0.681 0.687
H -5.429 -1.908 0.210
O -5.867 -1.585 1.037
H -3.345 -1.693 -5.177
H -2.275 -0.671 -5.539
O -3.128 -1.008 -5.824
H 2.129 3.297 -3.671
H 3.357 2.397 -4.290
O 2.508 2.808 -4.404
H -0.851 2.242 -4.083
O -0.024 2.218 -4.575
H 1.874 -2.966 2.711
H 3.061 -3.679 2.228
O 2.319 -3.178 1.869
H 5.001 -2.556 2.117
H 5.441 -3.446 1.091
O 5.277 -2.512 1.171
H 0.456 3.363 2.888
H -0.824 3.716 2.128
O -0.502 3.543 3.013
H -3.518 2.510 -0.126
H -3.012 1.274 -0.858
O -3.828 1.703 -0.646
H 5.821 -0.186 1.458
H 4.671 -0.316 0.648
O 5.010 0.327 1.285
H -1.735 -4.058 1.344
H -0.578 -4.700 0.526
O -1.524 -4.592 0.581
H 1.315 2.857 0.792
O 1.533 1.958 0.511
H 0.959 0.095 6.113
H 1.214 -1.411 5.778
O 0.526 -0.782 6.068
H 4.369 1.838 1.980
O 4.455 2.345 2.808
H 4.614 -1.631 4.192
H 4.170 -3.099 4.429
O 4.258 -2.418 3.721
H 2.472 5.162 -2.071
H 1.240 5.755 -2.573
O 1.591 4.890 -2.316
H -1.232 -1.347 2.287
H -0.385 -1.857 3.552
O -0.572 -1.962 2.624
H -4.949 0.582 -3.871
H -5.887 1.401 -2.677
O -5.727 0.866 -3.440
H -0.476 1.081 -1.394
H -1.277 -0.150 -0.987
O -1.245 0.798 -0.885
H 0.250 6.381 -1.023
H -1.136 6.598 -0.552
O -0.416 5.967 -0.477
H -1.600 3.902 0.195
H -2.256 4.040 -1.079
O -2.491 3.781 -0.170
H 0.488 -2.737 -4.092
H 0.223 -2.484 -5.549
O -0.251 -2.674 -4.731
H -4.362 -1.065 -2.266
H -5.200 -1.610 -3.472
O -4.504 -1.842 -2.839
H 4.041 -0.477 -3.378
H 4.687 1.035 -3.397
O 4.788 0.104 -3.215
H -3.132 -2.417 2.106
O -3.174 -2.785 1.205
H -2.810 -0.169 5.384
H -1.536 -1.213 5.440
O -2.105 -0.627 4.941
H 0.749 1.558 0.127
H 3.338 -0.012 -1.245
H 5.303 2.745 2.649
H -4.299 -2.943 -1.310
H -0.055 2.094 -5.524
H -4.110 -3.050 1.190
O -0.427 -5.104 -2.901
H -0.688 -5.916 -2.453
H -1.253 -4.617 -3.009
O -2.095 -2.262 -2.008
H -2.069 -2.340 -1.045
H -2.873 -2.649 -2.405
O 0.038 0.925 3.408
H -0.238 0.115 3.864
H -0.547 1.630 3.714
O -0.036 -0.125 -2.970
H 0.900 -0.328 -2.748
H -0.163 -1.018 -3.315
O 0.915 -4.471 -0.603
H 0.999 -5.016 -1.406
H 0.246 -3.842 -0.905
O 3.119 4.105 -0.126
H 3.378 4.727 0.542
H 2.897 3.181 0.045
O 2.107 -0.220 1.839
H 1.955 -1.153 1.804
H 2.375 0.332 2.534

Forces on the atoms, in the same order (eV/Å):
H 0.2 -0.4 0.5
H 0.6 -0.1 0.1
O -0.6 0.4 -0.7
H 0.4 -0.3 -1.4
H -1.3 -0.8 -0.8
O 0.6 1.1 1.9
H -0.5 0.0 0.3
H -0.1 -0.8 -0.3
O 0.6 0.7 -0.2
H -0.5 1.0 0.2
H -0.8 0.4 -0.3
O 1.9 -2.0 1.1
H -1.6 1.4 -0.1
H -1.2 0.1 -0.4
O 3.0 0.4 -1.2
H -1.5 0.3 0.1
O 2.3 -0.5 0.8
H -0.3 -0.2 0.4
O 0.3 -0.2 -1.6
H 0.2 0.3 0.1
H -0.2 0.3 -0.1
O 0.0 -0.7 0.0
H -0.4 0.4 1.1
H -0.4 -0.8 1.2
O 0.5 0.5 -2.1
H 0.2 0.1 -0.1
H 0.2 -0.1 0.1
O -0.4 0.0 0.1
H 0.4 -0.2 0.6
H 0.3 0.4 0.9
O -0.3 -0.2 -1.6
H -0.2 -0.3 -1.0
O 0.6 0.5 0.9
H -0.1 0.0 -0.4
H 0.2 0.1 -0.3
O -0.6 -0.1 0.5
H -0.3 0.9 -0.1
H 0.4 -0.7 -0.8
O 0.0 0.0 0.7
H -0.4 0.2 0.6
H -0.3 0.1 -0.1
O 0.2 0.2 -0.4
H -0.2 -1.5 -1.3
H 1.2 -0.5 -0.1
O -1.7 1.4 1.1
H 0.0 0.6 0.5
H -0.8 0.1 0.0
O 0.9 -1.1 -0.9
H 0.0 0.4 0.2
H 0.7 -0.2 0.2
O -0.5 -0.7 -0.7
H -0.4 -0.3 -0.1
O 0.1 1.4 0.5
H 0.0 -1.1 0.3
H 0.0 0.4 0.2
O -0.3 -0.4 -0.2
H -0.1 -0.4 0.4
O -0.5 0.3 -0.3
H -0.3 -0.4 -0.2
H 0.0 0.3 -0.2
O 0.3 0.2 0.7
H 0.8 -0.6 0.6
H -0.3 -0.5 -0.5
O -0.4 0.9 -0.5
H 0.1 0.3 0.6
H -0.4 0.4 0.4
O 0.3 -0.9 -1.1
H 1.7 0.7 0.4
H 1.5 0.4 0.5
O -3.1 -1.0 -1.0
H -0.3 -0.4 -0.4
H 0.2 -0.4 -0.3
O -0.1 1.0 0.9
H 0.6 -0.3 0.0
H -0.4 0.0 0.3
O -0.4 0.2 0.0
H -0.3 -0.1 0.4
H -0.7 -0.2 0.1
O 1.5 1.3 -0.3
H -0.5 -0.3 -0.3
H -0.1 0.1 -0.1
O 0.7 0.2 0.5
H -0.2 -0.1 -0.6
H 0.0 0.1 0.5
O -0.3 0.4 -0.2
H -0.5 0.6 -0.2
H -0.8 -0.1 -0.1
O 1.3 -0.6 0.4
H 0.4 0.2 -0.3
O -0.5 0.7 2.0
H -0.1 -0.3 0.8
H -0.2 0.4 1.1
O 0.3 0.0 -1.7
H -0.3 -0.1 0.2
H -0.9 -0.2 -1.4
H 0.6 0.4 0.3
H -0.8 -0.6 0.4
H -0.8 -0.1 0.1
H 0.4 0.2 -0.4
O -0.2 -0.3 -0.3
H -0.1 0.0 0.0
H 0.2 0.2 0.0
O 1.5 0.5 0.1
H -0.5 -0.6 0.0
H -0.2 0.0 0.2
O -0.4 -0.7 0.2
H -0.1 0.3 -0.1
H 0.1 0.1 0.1
O 1.9 -1.4 -0.2
H -0.1 1.2 0.6
H -1.4 -0.1 -0.5
O 0.3 -0.1 -0.5
H 0.0 0.3 0.4
H 0.0 0.0 0.1
O 0.1 0.7 -1.9
H 0.1 -0.8 1.0
H 0.3 0.2 0.8
O -0.6 0.7 -3.5
H 0.5 -0.9 1.4
H 0.6 -0.5 1.8


# CH3N2OP

CH3N2OP in the gas phase at a distorted geometry (ωB97M-V/def2-TZVPD, OMol25).

Output
**SMILES string**: O=PN1CN1
**Energy relative to the best compared isomer or geometry (same formula, charge and spin)**: 2.909 eV
**Lowest unoccupied orbital energy**: 0.23 eV
**M**: 90.0 g/mol
**Frontier orbital gap**: 9.5635 eV
**E_HOMO**: -9.33 eV
**Electronic energy**: -565.9153 a.u.

Positions of all 8 atoms, in Å:
C -0.228 0.324 -0.930
N 1.157 0.082 -0.536
N 0.346 0.153 0.577
O -1.465 -0.204 2.276
P -0.002 -0.277 2.112
H -0.469 1.372 -1.299
H -0.867 -0.539 -1.320
H 1.528 -0.910 -0.880

Forces on the atoms, in the same order (eV/Å):
C 0.4 -0.3 2.0
N 2.0 -1.6 -2.7
N -2.2 0.1 -3.3
O -0.1 0.1 0.2
P -0.2 -0.3 0.4
H 0.3 -1.5 0.9
H 1.0 1.3 0.9
H -1.3 2.2 1.5


- What is the electronic energy in the second record?
  -950.1082 a.u.